C2H3Cl4O | the ωB97M-V functional and the def2-TZVPD basis

Results
Spin multiplicity   2
Kohn-Sham gap (alpha / beta)   11.16 / 6.52 eV
⟨S²⟩   0.759
Total charge   0
Total energy   -54255.9838 eV
HOMO level (alpha / beta)   -10.473 / -10.076 eV

The geometry in XYZ format:
```
10
Properties=species:S:1:pos:R:3:forces:R:3
H 0.981 0.145 0.438 1.5 0.2 -0.4
C -0.223 -0.485 0.447 -0.1 -0.5 0.1
C -1.132 0.019 -0.666 -0.1 0.0 0.0
Cl -1.542 1.733 -0.381 0.0 -0.5 -0.3
Cl -0.324 -0.196 -2.241 -0.4 0.1 0.3
Cl 0.202 -2.146 0.228 0.1 -0.3 0.0
Cl -0.886 -0.195 2.018 0.3 0.2 0.1
H -2.060 -0.604 -0.617 0.7 0.7 -0.3
O 2.030 0.735 0.425 -2.1 1.6 1.3
H 2.953 0.994 0.349 0.3 -1.4 -0.8
```
Positions in Å, forces in eV/Å.

***

C4H6F2O | the ωB97M-V functional and the def2-TZVPD basis

Results
Kohn-Sham gap   10.59 eV
Total charge   0
Total energy   -11723.4002 eV
HOMO level   -11.387 eV
ΔE to the lowest compared entry with this formula, charge and spin   411.8 kJ/mol

The geometry in XYZ format:
```
13
Properties=species:S:1:pos:R:3:forces:R:3
C -3.038 -0.306 0.048 -1.1 -2.2 -0.6
C -3.732 0.617 -0.489 -0.5 0.7 -0.4
C 2.410 0.355 -0.030 -0.3 2.4 2.5
C 0.942 -0.018 -0.110 1.0 -1.4 0.6
O 0.026 0.912 -0.020 1.4 2.7 0.8
F 0.767 -1.002 0.892 -0.1 0.7 0.5
F 0.640 -0.773 -1.180 0.4 -0.5 -1.7
H -3.324 -1.376 -0.083 -0.3 0.8 -0.4
H -2.233 -0.301 0.684 1.7 0.6 1.6
H -0.793 0.481 -0.010 -2.2 -0.8 -0.2
H 2.636 0.830 1.011 -0.7 -1.5 -1.3
H 2.858 1.183 -0.592 -0.7 -0.7 -1.0
H 2.842 -0.601 -0.121 1.3 -0.7 -0.2
```
Positions in Å, forces in eV/Å.

***

C4H12N3S | the ωB97M-V functional and the def2-TZVPD basis

Results
Spin multiplicity   2
Kohn-Sham gap (alpha / beta)   2.16 / 6.33 eV
⟨S²⟩   0.750
Total charge   -2
Total energy   -19645.9494 eV
HOMO level (alpha / beta)   3.898 / -0.294 eV
ΔE to the lowest compared entry with this formula, charge and spin   0.0 kJ/mol

The geometry in XYZ format:
```
20
Properties=species:S:1:pos:R:3:forces:R:3
N 1.572 -0.245 -1.364 -0.1 -0.3 0.3
C 0.747 0.010 -2.419 0.0 0.1 -0.3
N 1.366 0.587 -3.523 -0.2 0.0 0.3
N -0.520 -0.219 -2.446 -0.1 0.0 0.0
H 1.140 -0.561 -0.493 0.1 0.3 -0.1
H 2.464 0.219 -1.311 0.0 0.0 -0.1
H 2.357 0.382 -3.630 0.0 0.0 -0.1
H 0.814 0.447 -4.359 0.1 0.1 -0.1
H -0.814 -0.555 -1.531 0.0 0.0 0.0
C -0.736 1.887 1.850 -0.2 0.1 0.1
C -1.722 0.739 1.993 -0.3 0.0 -0.2
C -1.111 -0.543 2.561 0.2 0.3 0.3
S 0.162 -1.293 1.501 -0.1 -0.3 0.2
H -0.337 2.199 2.821 0.1 -0.2 0.0
H -1.200 2.777 1.414 -0.1 -0.1 -0.1
H 0.075 1.562 1.201 0.2 0.1 0.1
H -2.599 1.034 2.588 0.1 0.1 0.2
H -2.128 0.516 1.004 0.1 -0.1 -0.1
H -1.933 -1.222 2.806 0.0 -0.2 -0.2
H -0.651 -0.301 3.532 -0.1 0.1 0.0
```
Positions in Å, forces in eV/Å.

***

C60H37Cl9N4O2PbTe | the ωB97M-V functional and the def2-TZVPD basis

Results
Kohn-Sham gap (alpha / beta)   5.02 / 5.02 eV
Total charge   -2
Total energy   -198121.8951 eV
HOMO level (alpha / beta)   -2.041 / -2.041 eV
ΔE to the lowest compared entry with this formula, charge and spin   0.0 kJ/mol

The geometry in XYZ format:
```
114
Properties=species:S:1:pos:R:3:forces:R:3
Pb 0.247 0.074 -0.339 -0.1 0.2 -0.4
Cl 2.907 8.414 1.204 0.0 0.0 0.0
C 2.236 6.813 1.394 -0.1 0.0 0.0
C 3.066 5.749 1.696 0.0 0.0 0.0
C 2.526 4.484 1.851 0.0 0.0 0.0
C 1.145 4.238 1.732 0.0 0.1 0.0
C 0.355 5.335 1.341 0.0 0.0 0.0
C 0.884 6.605 1.190 0.0 0.0 0.0
C 0.604 2.879 1.836 -0.2 -0.3 0.0
C -0.783 2.605 1.628 0.2 0.0 -0.1
C -1.887 3.443 2.087 -0.1 0.0 0.0
C -3.026 2.764 1.821 0.1 0.1 0.1
C -2.633 1.529 1.160 -0.2 -0.1 -0.2
C -3.510 0.628 0.573 0.2 0.1 0.2
C -4.939 1.016 0.474 -0.1 -0.1 0.0
C -5.942 0.170 0.955 0.0 0.0 0.0
C -7.285 0.484 0.815 0.0 0.0 0.0
C -7.636 1.663 0.177 0.1 -0.1 0.0
Cl -9.327 2.053 -0.037 0.0 0.0 0.0
C -6.669 2.530 -0.300 -0.1 0.0 0.0
C -5.329 2.204 -0.142 0.1 0.1 -0.1
C -3.149 -0.629 -0.004 0.0 -0.2 -0.2
N -1.981 -1.255 0.185 -0.2 0.2 0.3
C -2.032 -2.429 -0.506 0.0 -0.2 -0.1
C -1.031 -3.406 -0.466 0.1 0.3 0.1
C -1.323 -4.717 -1.112 0.0 0.0 0.0
C -0.500 -5.233 -2.114 0.0 0.0 0.0
C -0.792 -6.439 -2.733 0.0 0.0 0.0
C -1.920 -7.142 -2.346 0.1 0.1 0.0
Cl -2.312 -8.649 -3.142 0.0 0.0 0.0
C -2.744 -6.670 -1.340 0.0 0.0 0.0
C -2.437 -5.463 -0.729 0.0 0.0 0.1
C 0.200 -3.278 0.225 0.0 -0.2 -0.1
C 1.075 -4.378 0.544 -0.1 0.0 0.0
C 2.043 -3.878 1.361 0.1 0.1 0.1
C 1.754 -2.473 1.534 0.0 -0.3 -0.3
N 0.669 -2.138 0.804 -0.1 -0.1 0.3
C 2.479 -1.586 2.379 -0.1 0.4 0.1
C 2.242 -0.226 2.532 0.0 -0.3 -0.1
C 2.879 0.621 3.523 0.0 0.1 0.0
C 2.421 1.878 3.315 0.1 -0.1 0.2
C 1.461 1.802 2.227 -0.1 0.0 -0.2
N 1.381 0.541 1.783 0.0 0.0 0.3
C 3.584 -2.168 3.191 0.0 -0.1 0.0
C 4.887 -1.684 3.076 0.1 0.0 0.0
C 5.922 -2.216 3.835 0.0 0.0 0.0
C 5.649 -3.238 4.726 0.0 0.0 0.0
Cl 6.943 -3.913 5.689 0.0 0.0 0.0
C 4.366 -3.737 4.869 0.0 0.0 0.0
C 3.344 -3.202 4.098 0.0 0.0 0.0
C -3.296 -2.525 -1.215 0.1 0.0 0.0
C -3.994 -1.410 -0.898 0.0 0.2 0.1
N -1.267 1.467 1.117 0.1 0.1 0.1
H 4.135 5.900 1.773 0.0 0.0 0.0
H 3.201 3.658 2.028 0.0 0.1 -0.1
H -0.687 5.184 1.104 0.1 0.1 -0.1
H 0.251 7.427 0.882 0.0 0.0 0.0
H -1.781 4.368 2.633 -0.1 -0.1 0.0
H -4.035 3.042 2.088 0.1 0.0 0.0
H -5.656 -0.751 1.450 0.0 0.0 0.0
H -8.053 -0.176 1.197 0.0 0.0 0.0
H -6.966 3.440 -0.804 0.0 0.0 0.0
H -4.565 2.868 -0.533 0.0 -0.1 0.0
H 0.365 -4.666 -2.430 0.0 0.0 0.0
H -0.155 -6.826 -3.518 0.0 0.0 0.0
H -3.616 -7.237 -1.042 0.0 0.0 0.0
H -3.066 -5.093 0.072 0.0 0.0 -0.1
H 0.941 -5.403 0.230 0.1 0.1 0.0
H 2.878 -4.410 1.791 -0.1 0.0 0.0
H 3.541 0.284 4.306 0.0 0.0 0.0
H 2.625 2.757 3.909 0.0 -0.1 0.0
H 5.096 -0.894 2.365 0.0 0.0 0.0
H 6.933 -1.844 3.729 0.0 0.0 0.0
H 4.167 -4.530 5.579 0.0 0.0 0.0
H 2.336 -3.582 4.208 0.0 0.0 0.0
H -3.585 -3.316 -1.889 0.0 0.0 0.0
H -4.961 -1.113 -1.274 0.0 0.0 0.0
C -3.075 3.469 -3.139 0.0 0.0 0.0
C -2.357 2.118 -3.064 -0.1 0.0 0.0
O -2.260 1.595 -1.967 0.0 0.0 0.0
C -1.849 1.536 -4.313 0.1 -0.1 0.0
C -2.304 2.038 -5.545 0.0 0.0 0.1
C -1.918 1.514 -6.757 0.0 0.0 -0.1
C -1.024 0.428 -6.763 0.0 0.0 0.1
C -0.538 -0.081 -5.590 0.0 0.0 0.0
C -0.900 0.448 -4.298 0.2 -0.2 0.2
O -0.367 -0.036 -3.248 -0.2 0.4 -0.2
H -3.265 3.800 -2.119 0.0 0.0 0.0
H -4.028 3.369 -3.664 0.0 0.0 0.0
H -2.469 4.215 -3.657 0.0 0.0 0.0
H -3.008 2.861 -5.548 0.0 0.0 0.0
H -2.301 1.921 -7.686 0.0 0.0 0.0
H -0.717 -0.008 -7.709 0.0 0.0 0.0
H 0.151 -0.917 -5.582 0.0 0.0 0.0
C 3.209 -3.223 -2.891 -0.1 0.0 0.1
Te 1.536 -1.816 -2.950 0.4 -0.6 -0.3
C 2.692 -0.496 -4.167 -0.1 0.1 0.0
H 4.105 -2.775 -2.462 -0.1 0.1 0.0
H 3.435 -3.583 -3.897 -0.1 0.0 0.0
H 2.921 -4.075 -2.266 0.0 0.1 0.0
H 2.647 -0.789 -5.215 0.0 0.0 0.0
H 3.723 -0.523 -3.812 -0.1 0.0 0.0
H 2.280 0.506 -4.043 0.0 -0.1 0.0
Cl 0.721 3.214 -1.914 -0.2 0.1 0.1
C 2.358 2.714 -1.541 0.1 -0.2 0.0
C 2.540 1.434 -1.043 0.5 0.1 0.0
C 3.869 1.084 -0.838 -0.1 0.6 -0.1
Cl 4.261 -0.505 -0.227 -0.1 -0.3 0.0
C 4.945 1.946 -1.072 -0.1 -0.1 0.0
Cl 6.586 1.455 -0.771 0.0 0.0 0.0
C 4.699 3.231 -1.549 0.0 -0.1 0.0
Cl 6.009 4.327 -1.834 0.0 0.0 0.0
C 3.386 3.620 -1.796 -0.1 0.0 0.0
Cl 3.069 5.214 -2.402 0.0 0.0 0.0
```
Positions in Å, forces in eV/Å.

***

C22H26Cl2HfN2O2SSeSi | the ωB97M-V functional and the def2-TZVPD basis

Results
Kohn-Sham gap   7.41 eV
Total charge   0
Total energy   -140727.5956 eV
HOMO level   -7.482 eV
ΔE to the lowest compared entry with this formula, charge and spin   73.6 kJ/mol

The geometry in XYZ format:
```
58
Properties=species:S:1:pos:R:3:forces:R:3
Hf 0.110 -0.496 0.177 0.0 0.6 1.9
C 2.417 1.182 4.739 -0.2 0.5 -0.3
Si 1.689 2.863 4.214 0.2 0.4 0.4
C 3.045 4.107 3.698 -0.5 -0.5 0.2
C 0.731 3.582 5.703 0.3 -0.2 -0.6
C 0.406 2.735 2.806 0.4 -0.3 0.3
C -0.701 3.562 2.741 -0.1 -0.1 -0.2
C -1.676 3.383 1.760 0.1 -0.1 0.0
C -1.560 2.308 0.910 -0.1 0.0 -0.2
N -0.500 1.493 0.939 0.0 0.9 1.0
C 0.500 1.744 1.818 -0.4 0.4 -0.1
S 1.882 0.753 1.555 0.7 -0.3 -0.3
H 2.750 1.214 5.773 0.0 0.2 0.2
H 3.270 0.911 4.126 0.1 0.0 -0.1
H 1.682 0.386 4.655 -0.2 -0.1 -0.1
H 3.712 4.308 4.531 0.1 0.0 0.2
H 2.619 5.057 3.387 -0.2 0.1 0.0
H 3.650 3.734 2.877 0.1 -0.1 -0.2
H 1.292 3.433 6.619 0.2 0.0 0.2
H -0.236 3.106 5.838 -0.2 -0.2 0.0
H 0.564 4.649 5.601 0.0 0.2 -0.1
H -0.811 4.361 3.458 -0.1 0.1 0.1
H -2.519 4.049 1.676 -0.1 0.0 0.0
H -2.299 2.090 0.149 0.0 0.0 0.0
Se -1.087 -1.471 2.204 -0.4 -0.6 0.7
C 0.188 -2.879 1.780 -0.3 0.6 0.6
C 1.544 -2.636 1.979 0.0 -0.2 0.4
C 2.469 -3.594 1.598 0.1 -0.1 -0.1
C 2.047 -4.774 1.009 0.3 0.1 0.1
C 0.695 -5.034 0.863 -0.4 0.1 0.1
C -0.240 -4.091 1.254 0.1 -0.3 -0.1
H 1.881 -1.721 2.455 -0.1 -0.1 -0.1
H 3.520 -3.409 1.756 0.1 0.0 0.0
H 2.773 -5.498 0.674 0.1 -0.1 0.0
H 0.363 -5.967 0.429 0.0 -0.1 0.0
H -1.297 -4.274 1.118 0.0 0.0 0.0
C 1.545 1.514 -2.115 -0.1 0.2 0.0
C 0.068 1.317 -2.259 0.3 0.3 -0.4
C -0.849 1.980 -3.037 0.4 -0.1 0.2
C -2.115 1.415 -2.757 -0.1 -0.3 0.4
C -1.914 0.428 -1.824 -0.5 -0.1 -0.3
C -2.883 -0.516 -1.178 0.1 0.0 -0.3
N -0.572 0.346 -1.531 -0.7 0.7 -1.3
H 1.984 1.736 -3.086 0.1 -0.1 0.0
H 2.017 0.613 -1.705 0.1 0.2 -0.2
H 1.774 2.354 -1.453 0.1 -0.1 0.0
H -0.641 2.776 -3.724 0.1 0.2 -0.2
H -3.055 1.703 -3.192 -0.2 0.0 0.0
H -3.892 -0.108 -1.237 0.0 0.0 0.1
H -2.639 -0.687 -0.118 -0.2 -0.1 -0.2
H -2.881 -1.483 -1.692 0.0 0.0 0.2
Cl 0.323 -4.610 -2.571 0.1 -0.3 -0.2
C 1.293 -3.165 -2.419 0.0 0.1 -0.2
Cl 1.023 -2.040 -3.775 0.2 -0.1 -0.3
C 0.828 -2.324 -1.260 0.3 -1.3 -0.8
O 1.654 -1.547 -0.721 1.7 0.2 -0.3
O -0.363 -2.318 -0.915 -0.7 -0.4 -0.2
H 2.355 -3.409 -2.373 -0.3 0.1 0.1
```
Positions in Å, forces in eV/Å.

***

C21H24NO3 | the ωB97M-V functional and the def2-TZVPD basis

Results
Kohn-Sham gap   1.19 eV
Total charge   -1
Total energy   -29796.9983 eV
HOMO level   -0.828 eV

The geometry in XYZ format:
```
49
Properties=species:S:1:pos:R:3:forces:R:3
C -1.719 0.511 -0.852 -0.4 -0.6 -0.3
C -1.889 -0.901 -1.440 0.2 0.3 0.5
O -2.881 -1.592 -0.722 -0.3 0.4 -0.3
C -3.636 -2.542 -1.471 0.1 -0.7 0.3
C -5.064 -2.666 -0.960 -0.4 0.8 0.1
C -6.037 -1.466 -1.088 0.5 0.1 0.5
N -6.020 -0.766 0.243 -0.1 0.1 -0.4
C -5.618 -0.475 -2.159 -0.9 -0.4 -0.2
C -5.782 -1.019 -3.596 0.9 0.1 0.5
H -2.278 1.204 -1.469 0.0 0.3 -0.1
H -0.675 0.800 -0.799 0.1 0.1 0.1
H -2.194 0.512 0.121 0.2 0.1 0.3
H -0.933 -1.431 -1.362 0.1 -0.2 -0.1
H -2.153 -0.808 -2.493 -0.1 -0.2 -0.2
H -3.621 -2.335 -2.539 0.1 0.4 -0.2
H -3.143 -3.520 -1.348 0.1 -0.1 -0.1
H -5.515 -3.547 -1.423 0.2 -0.3 -0.2
H -4.979 -2.880 0.104 -0.2 -0.2 0.2
H -5.150 -0.216 0.345 0.0 0.0 0.0
H -6.756 -0.068 0.203 0.0 0.0 0.2
H -6.296 0.373 -2.074 0.0 0.3 0.1
H -4.609 -0.047 -2.020 0.5 0.0 0.0
H -4.919 -0.726 -4.200 0.0 0.1 -0.3
H -6.685 -0.643 -4.060 -0.3 -0.2 -0.1
H -5.779 -2.104 -3.558 -0.3 -0.2 -0.2
C 2.983 2.032 4.967 0.0 0.0 0.0
C 1.819 2.030 4.205 0.1 0.0 0.0
C 1.867 1.704 2.861 -0.1 0.0 0.1
C 3.084 1.386 2.271 0.1 0.0 0.1
C 4.256 1.404 3.031 -0.1 0.0 -0.1
C 4.198 1.720 4.382 -0.1 0.0 0.1
C 5.575 1.100 2.410 0.2 0.0 0.1
O 6.594 1.108 3.071 0.0 0.0 0.0
C 5.610 0.791 0.953 -0.1 0.0 0.0
C 6.834 0.550 0.341 0.1 0.0 -0.1
C 6.884 0.250 -1.009 0.0 0.0 0.0
C 5.710 0.181 -1.753 0.0 0.0 0.0
C 4.489 0.424 -1.150 0.1 0.0 -0.1
C 4.435 0.736 0.202 0.1 0.0 0.1
C 3.113 1.021 0.828 -0.2 0.0 -0.1
O 2.090 0.962 0.183 0.0 0.0 -0.1
H 2.940 2.279 6.019 0.0 0.0 0.0
H 0.871 2.280 4.662 0.0 0.0 0.0
H 0.966 1.692 2.264 0.0 0.0 -0.1
H 5.107 1.723 4.968 0.1 0.0 -0.1
H 7.742 0.601 0.926 0.0 0.0 0.1
H 7.838 0.066 -1.484 0.0 0.0 0.0
H 5.751 -0.061 -2.807 0.0 0.0 0.0
H 3.573 0.375 -1.722 -0.1 0.0 0.1
```
Positions in Å, forces in eV/Å.

***

> Among the records above, which one has the lowest total energy?

C60H37Cl9N4O2PbTe